# 1
DFT (ωB97M-V/def2-TZVPD) results for a structure of composition C26H26BF6O3 in a non-equilibrium geometry.

```
! RIJCOSX wB97M-V def2-TZVPD def2/J DEFGRID3
* xyz 1 1
F 5.927 -8.774 -0.953
F 4.833 2.778 -1.705
F 6.517 -7.641 -2.744
F 2.925 2.712 -2.823
F 2.907 3.032 -0.652
F 7.479 -7.198 -0.802
O -2.549 -0.035 1.976
O 0.102 -3.977 -1.228
O -2.459 -1.274 0.053
C 5.558 -5.188 -1.475
C 3.531 2.333 -1.661
C -0.711 -4.944 -0.767
C 0.336 -4.189 1.043
C 2.188 -3.147 -0.359
C 3.435 -0.939 0.190
C 3.389 -4.463 -0.716
C -0.790 0.378 -0.529
C 2.790 -1.357 -2.106
C 3.746 0.375 -0.144
C 4.650 -4.159 -1.261
C 3.474 0.843 -1.423
C 0.153 -1.811 -0.092
C 3.121 -0.039 -2.437
C -0.990 -1.700 2.762
C -0.599 -5.107 0.611
C 4.061 -6.751 -0.405
C 3.128 -5.731 -0.189
C 6.277 -7.534 -1.391
C -0.278 0.626 2.347
C 5.251 -6.479 -1.075
C -1.566 -5.606 -1.742
C 0.785 -3.333 -0.107
C 2.837 -1.768 -0.775
C -1.158 -0.493 1.857
C -1.048 -0.889 0.342
B -3.236 -0.528 0.945
H 0.660 -4.100 2.078
H -1.020 -5.875 -2.654
H -1.520 -2.581 2.381
H 2.485 -2.028 -2.914
H 4.108 1.062 0.613
H -1.990 -6.511 -1.303
H 0.261 0.721 -0.449
H -0.376 1.539 1.751
H 0.078 -1.931 2.856
H 2.999 0.329 -3.452
H 6.493 -4.996 -1.988
H 3.645 -1.305 1.203
H -1.452 1.222 -0.279
H 4.875 -3.152 -1.636
H 0.963 -1.284 0.446
H 2.185 -5.959 0.316
H 0.270 -1.584 -1.171
H 2.389 -3.713 -1.375
H 3.854 -7.768 -0.107
H -1.181 -5.854 1.175
H -1.004 0.144 -1.584
H 2.647 -3.237 0.646
H -1.387 -1.459 3.755
H -0.550 0.857 3.383
H -2.394 -4.943 -2.024
H 0.769 0.290 2.322
*
```

F_max: 6.4 eV Å⁻¹
highest occupied orbital energy: -7.9 eV
energy: -1855.61034 a.u.

=====

# 2
DFT (ωB97M-V/def2-TZVPD) results for a cluster of 3 separate species, C26H26BrN2O3 in total in a non-equilibrium geometry.

```
! RIJCOSX wB97M-V def2-TZVPD def2/J DEFGRID3
* xyz -1 1
Br 1.873 1.199 2.322
O 1.496 -2.409 1.211
O 3.391 1.865 -4.448
O 3.983 2.434 -2.368
N 2.976 -2.558 -0.512
N 2.468 0.239 -1.079
C -0.077 2.738 -2.812
C -5.580 -1.736 5.146
C 0.615 3.437 -3.793
C 4.957 -0.544 -3.644
C 4.559 -2.520 -2.299
C -4.397 -1.974 4.458
C -1.272 0.951 1.816
C -1.369 3.114 -2.466
C 5.227 -1.914 -3.315
C 3.347 -0.493 -1.810
C 0.394 -3.200 0.766
C 2.149 -1.796 0.152
C -3.657 0.260 4.954
C 3.769 1.613 -3.280
C 1.882 -0.405 -0.097
C 0.765 -4.584 0.215
C -0.407 -0.161 1.112
C 3.591 -1.844 -1.505
C -4.838 0.497 5.645
C 0.013 4.520 -4.421
C -1.279 4.899 -4.074
C 0.945 0.471 0.737
C -1.972 4.194 -3.100
C -5.801 -0.499 5.738
C -3.438 -0.975 4.358
C 4.040 0.128 -2.900
H -2.348 0.739 1.778
H -0.954 -0.497 0.222
H -0.310 -3.361 1.600
H 5.486 -0.085 -4.477
H -0.176 -5.090 -0.066
H -6.329 -2.514 5.221
H 5.966 -2.492 -3.870
H -0.300 -0.940 1.875
H -0.997 1.960 1.483
H -5.008 1.459 6.112
H 4.798 -3.561 -2.069
H -2.981 4.486 -2.832
H 0.711 1.350 0.123
H 1.622 3.136 -4.063
H -1.746 5.746 -4.565
H -1.908 2.564 -1.702
H 1.332 -4.503 -0.725
H -0.180 -2.649 0.002
H -6.724 -0.312 6.273
H 1.375 -5.190 0.897
H -0.982 0.901 2.880
H 0.553 5.069 -5.183
H -2.519 -1.158 3.816
H -4.224 -2.939 3.998
H 0.397 1.897 -2.317
H -2.907 1.037 4.880
*
```

F_max: 2.1 eV Å⁻¹
highest occupied orbital energy: -4.7 eV
energy: -3915.66713 a.u.

=====

# 3
DFT (ωB97M-V/def2-TZVPD) results for a cluster of 13 separate species, C26H26Cl48IO8PS2 in total in a non-equilibrium geometry.

```
! RIJCOSX wB97M-V def2-TZVPD def2/J DEFGRID3
* xyz 0 1
I -0.812 -3.119 1.780
Cl 7.927 -2.084 3.553
Cl -4.742 -4.103 0.051
Cl -2.444 6.727 1.216
Cl -5.613 8.296 -3.519
Cl -6.113 2.577 -3.223
Cl -0.184 -11.107 -0.505
Cl -7.959 -0.994 7.601
Cl -0.575 9.156 -0.324
Cl -3.772 -1.463 -0.595
Cl -8.875 2.129 -2.552
Cl -1.946 3.972 1.910
Cl -2.597 16.121 2.286
Cl -3.467 9.364 -1.914
Cl -0.098 16.454 3.681
Cl -4.644 4.969 1.887
Cl 4.931 7.667 -7.420
Cl -0.332 14.492 1.577
Cl 0.037 9.748 2.427
Cl -4.851 6.998 -1.059
Cl -1.991 -9.002 0.263
Cl -8.595 -1.115 10.410
Cl -7.741 1.568 5.197
Cl 6.340 5.290 -6.610
Cl 4.347 2.323 -4.751
Cl 1.499 2.716 -4.950
Cl -4.502 -2.103 2.116
Cl -6.543 -1.861 0.106
Cl 2.620 0.052 -5.049
Cl 0.486 -9.361 1.689
Cl 0.297 11.798 0.417
Cl -2.312 10.878 1.208
Cl -0.343 17.306 0.939
Cl 0.517 -8.360 -1.008
Cl -3.091 6.906 -3.348
Cl -7.455 1.281 9.286
Cl -6.820 1.698 -0.576
Cl 3.756 5.070 -7.863
Cl 6.867 -2.073 0.873
Cl -5.133 0.363 5.117
Cl -7.072 -0.105 -2.807
Cl -5.812 2.481 3.266
Cl 3.979 6.124 -5.188
Cl -7.010 -0.125 2.984
Cl 8.286 0.230 1.870
Cl 5.667 -0.425 2.888
Cl -10.162 0.536 8.641
Cl 3.001 1.855 -7.256
Cl -2.818 5.835 3.924
S 2.896 -3.963 2.785
S 4.121 -3.161 -1.524
P 2.413 -4.725 -3.249
O 4.746 -3.115 -2.807
O 4.776 -4.367 -0.766
O 4.150 -1.972 -0.737
O 2.063 -6.225 0.813
O -0.998 -5.914 0.982
O 1.001 -5.420 -3.361
O 3.483 -5.730 -3.172
O 2.498 -3.802 -4.508
C -0.464 -4.895 0.617
C -8.542 -0.076 8.986
C -0.639 10.392 0.933
C -0.841 16.094 2.121
C 2.709 -5.359 -0.092
C 0.515 -2.326 -3.135
C 3.227 -5.440 3.766
C 1.757 0.168 -1.366
C 4.750 6.036 -6.769
C -2.957 5.379 2.228
C 1.437 -1.293 -1.043
C -0.302 -9.459 0.112
C 4.073 -4.915 0.380
C -7.221 1.575 -2.292
C -4.260 7.889 -2.460
C -6.426 1.069 4.140
C 4.255 -4.020 1.612
C 2.865 1.741 -5.504
C 7.192 -1.086 2.291
C 1.777 -4.254 -0.524
C 0.355 -4.806 -0.643
C 2.361 -3.586 -1.799
C 1.938 -6.013 4.296
C 0.541 1.078 -1.366
C -4.889 -2.385 0.422
C 1.746 -2.224 -2.208
H 2.252 0.264 -2.322
H 1.758 -3.523 0.272
H 2.155 -6.944 4.802
H -0.179 0.802 -0.608
H 1.157 -6.343 -3.130
H 3.417 -3.862 -4.801
H 4.521 -2.999 1.395
H 0.392 -1.340 -0.787
H 5.114 -4.389 2.148
H 3.952 -5.229 4.536
H 2.684 -6.906 1.076
H 0.387 -5.816 -1.017
H -0.238 -1.642 -2.780
H 0.848 2.090 -1.155
H 4.597 -5.832 0.595
H 0.040 -3.291 -3.204
H 2.509 -1.728 -2.783
H 1.283 -6.241 3.469
H 2.909 -5.938 -0.990
H 2.011 -1.531 -0.169
H 0.068 1.120 -2.335
H -0.240 -4.224 -1.332
H 1.455 -5.346 4.989
H 3.673 -6.160 3.096
H 0.776 -2.016 -4.131
H 2.456 0.549 -0.640
*
```

F_max: 2.4 eV Å⁻¹
highest occupied orbital energy: -8.7 eV
energy: -25132.78857 a.u.

=====

# 4
DFT (ωB97M-V/def2-TZVPD) results for a structure of composition C26H26IN9O6S2Ti in a non-equilibrium geometry.

```
! RIJCOSX wB97M-V def2-TZVPD def2/J DEFGRID3
* xyz 1 2
I 2.946 1.369 2.086
Ti 0.848 0.194 0.264
S 1.722 -1.728 2.017
S 5.059 -2.692 -5.216
O 2.132 3.000 -2.188
O -1.199 5.127 -4.400
O -4.346 0.122 2.826
O 1.467 1.671 -0.538
O 0.911 4.703 -3.877
O -0.270 -0.935 -0.403
N -3.592 -1.881 -1.320
N 4.975 -4.534 -3.346
N -0.403 1.031 1.508
N -1.032 1.700 -1.382
N 2.325 -0.956 -0.998
N -0.267 -2.736 3.549
N -1.220 -2.285 2.654
N 1.883 -3.167 4.172
N -2.218 1.989 -1.912
C 1.049 -2.574 3.311
C 1.247 2.434 -1.578
C -0.844 3.377 -2.893
C 1.221 2.386 2.819
C -0.078 2.123 2.355
C 3.252 -0.396 -1.788
C -1.061 3.048 2.747
C -1.588 -0.977 -0.407
C -2.305 -0.211 0.537
C -4.590 0.456 1.460
C -1.495 -2.604 -2.320
C -0.808 4.055 3.655
C 1.484 3.403 3.722
C -2.274 -1.802 -1.320
C -4.286 -1.158 -0.430
C 4.659 -3.288 -3.739
C -0.387 4.485 -3.788
C -2.160 2.983 -2.816
C 4.023 -1.106 -2.686
C -0.183 2.536 -1.964
C -1.669 0.652 1.488
C 2.892 -3.070 -1.972
C 2.149 -2.280 -1.118
C 3.862 -2.482 -2.784
C -3.718 -0.326 0.509
C 0.465 4.218 4.180
H 5.532 -5.096 -3.968
H -3.018 3.369 -3.340
H -3.023 1.446 -1.644
H -1.579 -3.044 2.088
H -5.639 0.303 1.201
H 1.387 -2.730 -0.504
H 2.679 -4.128 -2.032
H -0.553 -3.321 4.320
H 4.877 -4.829 -2.389
H 2.865 -2.987 4.057
H -1.980 -1.842 3.152
H -4.382 1.525 1.368
H 3.389 0.675 -1.693
H 1.450 4.096 -3.324
H -2.304 1.026 2.282
H 2.500 3.561 4.058
H -0.957 -3.415 -1.825
H -4.869 -0.652 3.055
H -2.177 -3.029 -3.050
H 4.742 -0.597 -3.313
H 0.673 4.992 4.906
H -2.045 2.995 2.300
H -5.365 -1.270 -0.484
H -0.756 -1.977 -2.821
H -1.603 4.731 3.941
H 1.576 -3.679 4.982
*
```

F_max: 4.0 eV Å⁻¹
highest occupied orbital energy (alpha / beta): -10.3 / -10.6 eV
energy: -3894.11118 a.u.

=====

# 5
DFT (ωB97M-V/def2-TZVPD) results for a structure of composition C26H26N3O11Sb2V in a non-equilibrium geometry.

```
! RIJCOSX wB97M-V def2-TZVPD def2/J DEFGRID3
* xyz -1 4
Sb 2.667 2.083 0.022
Sb -1.290 1.698 -0.285
V -1.174 -0.587 1.769
O 2.946 -0.548 2.132
O -1.889 -7.904 0.280
O -2.371 0.771 2.300
O -2.016 -3.060 -3.648
O -1.872 -1.628 0.110
O -3.196 -1.713 -2.553
O -1.641 -2.177 2.772
O -3.228 2.076 3.920
O 0.810 -0.978 1.513
O -2.235 -7.598 -1.822
O -2.021 -4.272 3.381
N -2.072 -7.207 -0.687
N -0.219 0.505 3.283
N -2.499 -2.694 -2.608
C 0.454 -0.714 -4.157
C 2.567 2.594 -2.187
C -2.445 -4.875 -1.557
C -0.939 1.478 3.893
C -1.922 -3.395 2.475
C 1.834 1.344 4.051
C -2.322 1.425 3.472
C 2.467 0.387 -3.597
C -2.060 -3.836 1.037
C -2.280 -3.466 -1.393
C 1.623 -0.411 2.335
C 1.821 1.391 -2.850
C 1.126 0.432 3.293
C -2.239 -5.762 -0.456
C -3.269 1.648 -1.013
C -0.321 2.344 4.745
C 1.116 2.360 4.725
C 3.614 3.970 0.513
C -1.275 3.572 0.686
C 0.423 1.260 -2.785
C -0.487 2.298 -2.234
C 4.473 0.952 -0.278
C 1.847 -0.668 -4.313
C -2.124 -2.907 -0.052
C -1.983 -5.185 0.769
C -0.208 0.223 -3.414
H 2.148 3.620 -2.394
H -3.955 1.918 -0.165
H 3.553 2.626 -2.591
H 5.211 1.724 -0.667
H -3.353 2.397 -1.810
H -1.406 2.285 -2.842
H -0.961 3.074 5.172
H -1.276 0.196 -3.456
H -0.894 4.323 0.034
H -1.907 -5.896 1.553
H -0.004 3.307 -2.213
H -0.726 3.504 1.637
H -2.699 -5.267 -2.534
H 3.108 -1.256 1.444
H 4.309 0.084 -0.906
H 3.238 4.711 -0.104
H 3.574 0.425 -3.624
H 3.229 4.294 1.512
H -0.153 -1.466 -4.693
H 4.878 0.666 0.667
H 2.434 -1.391 -4.856
H 2.852 1.322 4.024
H -2.255 3.745 0.928
H -3.512 0.741 -1.495
H 1.650 3.142 5.260
H 4.723 3.949 0.529
*
```

F_max: 4.2 eV Å⁻¹
highest occupied orbital energy (alpha / beta): -4.0 / -6.2 eV
energy: -3422.73974 a.u.

=====

# 6
DFT (ωB97M-V/def2-TZVPD) results for a structure of composition C26H27B2EuF4N5O4S2 in a non-equilibrium geometry.

```
! RIJCOSX wB97M-V def2-TZVPD def2/J DEFGRID3
* xyz 1 7
Eu 1.152 -0.197 0.592
S 1.159 -0.752 3.380
S 1.223 -3.699 3.875
F 2.446 1.695 0.667
F 4.022 2.973 -0.508
F -0.731 -4.503 -0.393
F 0.895 -3.648 -1.803
O 2.403 1.815 -1.712
O -0.748 -2.247 -0.888
O 1.028 -3.335 0.532
O 4.229 0.664 -0.504
N 3.314 -2.339 3.361
N 3.548 -0.469 -0.165
N 2.027 -2.409 0.329
N -0.009 -1.147 -1.224
N 1.569 0.760 -1.621
C -1.938 5.945 1.521
C 0.804 0.494 -2.639
C 4.044 -1.599 -0.502
C -5.308 2.640 -0.542
C 3.516 -4.140 -0.604
C -0.847 -1.302 -3.524
C 3.875 -3.635 3.734
C -3.142 3.898 1.107
C -0.940 1.121 0.797
C -3.137 2.528 0.652
C 5.328 -1.794 -1.228
C -1.965 1.802 0.746
C 3.134 -2.758 -0.211
C -4.308 4.482 1.627
C -4.308 1.887 0.096
C -4.423 0.487 0.142
C 0.811 1.301 -3.887
C -3.101 6.515 2.029
C -1.950 4.639 1.080
C 2.745 -4.629 3.502
C -6.400 2.005 -1.100
C -6.516 0.622 -1.018
C -4.279 5.781 2.093
C -5.528 -0.136 -0.399
C 1.999 -2.207 3.499
C -0.047 -0.691 -2.430
B 3.329 1.827 -0.536
B 0.108 -3.477 -0.670
H 5.970 -2.495 -0.693
H 2.710 -4.833 -0.386
H 4.424 -4.438 -0.077
H -0.237 -1.421 -4.419
H 2.817 -5.497 4.150
H -1.025 6.521 1.479
H 0.789 2.362 -3.640
H -1.219 -2.272 -3.206
H 5.136 -2.217 -2.215
H -5.213 3.897 1.709
H -7.159 2.584 -1.607
H 3.730 -4.179 -1.672
H -1.050 4.180 0.691
H 5.844 -0.845 -1.342
H 4.174 -3.612 4.786
H 1.734 1.132 -4.444
H 2.690 -4.952 2.461
H -0.033 1.056 -4.526
H -3.648 -0.092 0.625
H 3.884 -1.510 3.261
H 4.747 -3.858 3.122
H -3.086 7.535 2.386
H -5.622 -1.210 -0.344
H -5.198 3.711 -0.640
H -5.170 6.222 2.515
H -1.693 -0.663 -3.779
H -7.377 0.131 -1.449
*
```

F_max: 6.8 eV Å⁻¹
highest occupied orbital energy (alpha / beta): -9.1 / -11.8 eV
energy: -3537.42178 a.u.